# 1
{"formula": "C3H8P2", "method": "wB97M-V/def2-TZVPD", "spin_multiplicity": 1, "gap_ev": [6.561, 6.698], "smiles": "C#[PH]PCC", "e_tot_ev": -21811.81963, "e_above_lowest_ev": 4.946, "elements": ["C", "P", "P", "C", "C", "H", "H", "H", "H", "H", "H", "H", "H"], "xyz": [[3.85, 0.50, -0.11], [2.56, -0.36, -0.38], [0.16, -1.26, -0.19], [-1.11, 0.04, -0.30], [-2.52, -0.41, 0.13], [3.76, 1.65, 0.10], [2.77, -1.80, -0.09], [-0.55, -2.09, 0.95], [-0.90, 0.95, 0.15], [-1.02, 0.30, -1.31], [-2.23, -0.80, 1.16], [-3.13, 0.50, 0.39], [-2.86, -1.17, -0.58]]}

***

# 2
{"formula": "C2H3FSi", "method": "wB97M-V/def2-TZVPD", "spin_multiplicity": 1, "gap_ev": 7.421, "e_tot_ev": -12712.89687, "e_above_lowest_ev": 4.217, "elements": ["C", "C", "F", "Si", "H", "H", "H"], "xyz": [[-0.61, 0.12, 0.07], [-0.85, 0.27, -1.32], [-2.16, 0.12, -1.43], [1.08, -0.04, 0.55], [-1.35, -0.08, 0.74], [1.59, -0.52, 1.79], [2.30, 0.14, -0.40]]}

***

# 3
{"formula": "C5H7N2O3", "method": "wB97M-V/def2-TZVPD", "spin_multiplicity": 3, "gap_ev": [5.775, 5.492], "total_charge": -1, "e_tot_ev": -14415.73655, "e_above_lowest_ev": 1.942, "elements": ["C", "C", "C", "C", "C", "N", "N", "O", "O", "O", "H", "H", "H", "H", "H", "H", "H"], "xyz": [[-0.41, -1.88, 1.37], [-0.30, -0.72, 0.28], [-1.25, -2.89, 1.54], [0.89, 0.13, 0.10], [0.09, 2.21, -0.57], [0.37, 0.54, -2.23], [0.91, 1.08, -1.05], [-1.21, -0.83, -0.59], [-1.99, -3.79, 1.68], [0.37, -1.51, 2.46], [1.36, 0.44, 0.98], [-0.96, 2.01, -0.22], [0.52, 2.91, 0.05], [0.01, 2.76, -1.46], [1.23, 0.37, -2.78], [-0.21, -0.30, -2.14], [0.59, -0.56, 2.56]]}